1.
{"formula": "C32H73Cl14O12P3", "method": "the ωB97M-V functional and the def2-TZVPD basis", "elements": ["C", "C", "O", "P", "O", "O", "C", "C", "O", "C", "C", "H", "H", "H", "H", "H", "H", "H", "H", "H", "H", "H", "H", "H", "H", "H", "C", "C", "O", "P", "O", "O", "C", "C", "O", "C", "C", "H", "H", "H", "H", "H", "H", "H", "H", "H", "H", "H", "H", "H", "H", "H", "C", "C", "O", "P", "O", "O", "C", "C", "O", "C", "C", "H", "H", "H", "H", "H", "H", "H", "H", "H", "H", "H", "H", "H", "H", "H", "Cl", "C", "C", "Cl", "H", "H", "H", "H", "Cl", "C", "C", "Cl", "H", "H", "H", "H", "Cl", "C", "C", "Cl", "H", "H", "H", "H", "Cl", "C", "C", "Cl", "H", "H", "H", "H", "Cl", "C", "C", "Cl", "H", "H", "H", "H", "Cl", "C", "C", "Cl", "H", "H", "H", "H", "Cl", "C", "C", "Cl", "H", "H", "H", "H"], "coordinates": [[25.49599, 13.76284, 20.00706], [24.61044, 13.80725, 18.84341], [23.26423, 13.30821, 19.05707], [22.86016, 12.01330, 18.30607], [23.91429, 11.02330, 18.28953], [21.43454, 11.71042, 18.89464], [21.40977, 10.96892, 20.16669], [21.89273, 9.53771, 20.04591], [22.45295, 12.42160, 16.83856], [21.33173, 13.39772, 16.69534], [21.40320, 14.12497, 15.39110], [26.43090, 14.19483, 19.67274], [25.14395, 14.27488, 20.87269], [25.65037, 12.77727, 20.41877], [24.53002, 14.88701, 18.57580], [25.10890, 13.31630, 18.01551], [22.01098, 11.48101, 20.86600], [20.36341, 11.06691, 20.55184], [21.93789, 8.98271, 21.01959], [21.32396, 8.93438, 19.34992], [22.91856, 9.43974, 19.63625], [20.40221, 12.82687, 16.79921], [21.44330, 14.13916, 17.51793], [22.37061, 14.60812, 15.35498], [21.35228, 13.50100, 14.50415], [20.56380, 14.86290, 15.36600], [14.19511, 14.35982, 21.51939], [13.22762, 13.59780, 20.59826], [13.90031, 13.62514, 19.33638], [14.23626, 12.24420, 18.66909], [13.36637, 11.12206, 19.07439], [14.44523, 12.59349, 17.15748], [13.33275, 12.29605, 16.29271], [13.62718, 13.06041, 15.06274], [15.70115, 11.97919, 19.24504], [16.87381, 12.86057, 18.89837], [18.05836, 12.48474, 19.72618], [13.82968, 14.24041, 22.61594], [15.12086, 13.77240, 21.51491], [14.37320, 15.37779, 21.20083], [13.05617, 12.60305, 20.99634], [12.21430, 14.04005, 20.44410], [13.27712, 11.22624, 16.14566], [12.32841, 12.53522, 16.73782], [12.85157, 13.02852, 14.29168], [13.80935, 14.12924, 15.23730], [14.54048, 12.67240, 14.65105], [17.01758, 12.77312, 17.83383], [16.48294, 13.94949, 18.93717], [18.94001, 13.10133, 19.39041], [17.84731, 12.58004, 20.77813], [18.31276, 11.41090, 19.57624], [11.96933, 12.22285, 24.11431], [13.39341, 12.68070, 24.41043], [14.39136, 12.10900, 23.52225], [15.47453, 11.07418, 24.15741], [16.51665, 11.49362, 25.11550], [14.53613, 9.92857, 24.65872], [15.00593, 8.63124, 25.05568], [14.90891, 8.26607, 26.48441], [16.09653, 10.61888, 22.77886], [15.31700, 10.07339, 21.68999], [15.98713, 8.97899, 21.01500], [11.75493, 11.15587, 24.13053], [11.44648, 12.62650, 24.91712], [11.63625, 12.72110, 23.18839], [13.44216, 13.80440, 24.31956], [13.67673, 12.44313, 25.46937], [14.40649, 7.90517, 24.47066], [16.01967, 8.55895, 24.70394], [13.91688, 8.54819, 26.88578], [14.99951, 7.19992, 26.62031], [15.70683, 8.71248, 27.01099], [14.42538, 9.71508, 22.17192], [15.05566, 10.88694, 20.99263], [16.92034, 9.32778, 20.63856], [16.08542, 8.09446, 21.60260], [15.27324, 8.90475, 20.20191], [17.51081, 15.26425, 22.80253], [18.01855, 14.50585, 24.34930], [18.90397, 13.31895, 24.18707], [20.55466, 13.77999, 23.64553], [17.07751, 14.15048, 24.74581], [18.53669, 15.24965, 24.97862], [18.55061, 12.61502, 23.46573], [19.01939, 12.95986, 25.21539], [13.73647, 18.49348, 17.35625], [12.94037, 17.08637, 16.47821], [12.18141, 16.19181, 17.45568], [10.61920, 17.05343, 17.78077], [13.67191, 16.54596, 15.85642], [12.32577, 17.62026, 15.78618], [12.81429, 16.06759, 18.32063], [11.97216, 15.29783, 16.97453], [22.48528, 17.13784, 21.13722], [20.98323, 16.23613, 20.70754], [19.93072, 17.18188, 20.10180], [18.52207, 16.24379, 19.53652], [20.59983, 15.88140, 21.63446], [21.36934, 15.42940, 20.02758], [20.42383, 17.63179, 19.27072], [19.62296, 17.89284, 20.82946], [11.16797, 21.63748, 18.69070], [12.16456, 21.20330, 20.11742], [12.35813, 19.71458, 20.46444], [12.57001, 19.41385, 22.19525], [11.61812, 21.74490, 20.87125], [13.19637, 21.57700, 19.94844], [13.30464, 19.43054, 19.98108], [11.66962, 18.91644, 20.12836], [19.12952, 8.48469, 17.59211], [17.92787, 9.01848, 16.41211], [16.52211, 9.24426, 17.04193], [15.49025, 9.57644, 15.58582], [17.96990, 8.22437, 15.67732], [18.35551, 9.88920, 15.95352], [16.37866, 10.06837, 17.70900], [16.15208, 8.37494, 17.52622], [9.30495, 13.52872, 22.19539], [9.04567, 12.01156, 21.27602], [10.11217, 11.65550, 20.22823], [10.13965, 12.87218, 18.93803], [8.12798, 12.02900, 20.73573], [8.95108, 11.25006, 22.07065], [9.74665, 10.71072, 19.78011], [11.10467, 11.41490, 20.66621], [15.78203, 11.14185, 11.13993], [17.13224, 12.09604, 11.89326], [17.17112, 11.71436, 13.39461], [18.54268, 12.50876, 14.20620], [16.95022, 13.15454, 11.70551], [18.02059, 11.83006, 11.27643], [17.19452, 10.69130, 13.61671], [16.21392, 12.11590, 13.78152]], "atomic_forces_ev_per_a": [[0.5, -0.8, 1.1], [-0.6, 1.5, -1.0], [0.8, 1.5, 0.9], [-0.6, -0.3, -1.5], [0.6, -1.0, 0.2], [-0.1, -1.1, 1.2], [-1.3, -0.4, -0.3], [0.9, -1.2, 0.1], [-1.0, 1.3, -0.7], [0.5, -0.6, 0.8], [-0.2, 0.4, -0.1], [0.4, 0.0, 0.2], [-0.5, 1.0, 0.4], [0.3, -0.7, -0.4], [-0.4, -0.7, -0.1], [-0.3, -0.4, -0.3], [0.8, 0.8, 0.8], [0.8, -0.3, -0.6], [-0.4, 0.8, -0.6], [-0.6, 0.0, 0.0], [-0.5, 0.6, 0.3], [0.2, 0.2, 0.2], [-0.3, -0.5, -0.4], [0.1, 0.5, -0.1], [-0.2, -0.3, 0.1], [0.8, -0.4, -0.1], [-1.2, -1.5, 1.9], [-0.2, 1.6, 0.9], [-1.0, 0.0, -1.0], [1.0, -0.9, 1.9], [0.1, 0.5, -0.7], [-0.3, -0.3, 0.3], [-1.5, 0.1, 0.4], [-0.2, 0.9, -1.1], [1.3, 0.4, -0.9], [-2.5, 1.4, -0.4], [0.8, -0.4, -0.7], [0.6, 0.9, -2.1], [0.0, 0.4, -0.1], [-0.1, 0.2, 0.1], [0.3, -0.3, -0.3], [0.8, 0.0, 0.2], [0.3, -0.3, -0.2], [1.0, 0.3, 0.0], [0.0, -0.3, 0.2], [-0.1, -0.2, 0.3], [0.4, -0.2, -0.4], [0.4, -0.6, -0.5], [0.8, -1.5, 0.8], [-0.8, -0.6, 0.6], [0.1, 0.4, 0.4], [-0.2, 0.6, -0.2], [1.3, 0.3, -1.3], [0.4, 0.1, 0.9], [0.3, -0.3, 1.5], [0.4, 0.9, -1.6], [-0.9, 0.2, -0.5], [-1.1, -0.3, 0.8], [-0.3, -1.0, -1.8], [-1.3, 0.4, 0.5], [1.1, 0.0, 0.4], [-1.1, 1.7, 1.6], [-0.3, 0.3, -0.9], [0.5, -0.1, -0.3], [-1.5, 0.9, 1.3], [-0.1, -0.5, 0.4], [0.0, -1.2, 0.1], [-0.2, 0.2, -0.8], [0.2, 0.5, 0.1], [0.6, -0.3, -0.1], [0.6, 0.0, 0.0], [0.1, -0.4, -0.2], [0.6, 0.7, 1.0], [-0.8, -0.2, -0.1], [0.2, -0.5, 0.6], [0.9, 0.0, -0.5], [0.1, -0.7, 0.3], [0.2, -1.0, -0.7], [0.4, 0.1, 0.0], [-0.1, 0.5, -0.3], [0.7, 0.6, 0.6], [0.1, 0.1, -0.1], [0.0, 0.0, 0.6], [-0.6, -0.2, -0.3], [-0.4, -0.6, 0.0], [0.0, -0.6, -0.5], [0.0, -0.9, -0.4], [0.8, 0.4, 0.2], [0.4, 2.9, -0.5], [0.4, -0.6, 0.5], [0.1, 0.2, 0.7], [-0.8, 0.0, -0.3], [-0.4, -0.2, 0.5], [-0.6, -1.8, -0.6], [-0.2, 0.2, -0.1], [0.3, -0.1, -0.7], [1.4, -1.4, -0.1], [0.1, 0.1, 0.0], [-0.1, -0.8, 0.6], [-0.9, 0.7, 0.6], [-0.2, 0.7, -0.8], [-0.4, 0.6, 0.4], [0.3, -0.6, -0.3], [0.3, -0.1, 0.1], [0.5, -1.0, -1.4], [0.0, 0.3, 0.4], [0.4, 0.0, 0.7], [-0.9, 0.3, 0.2], [-0.3, 0.0, 0.3], [-0.3, 1.1, -0.1], [0.3, 0.0, 0.8], [-0.4, -0.2, 0.7], [1.0, -0.1, -1.9], [-0.2, -0.1, 0.4], [-0.7, 0.0, -0.2], [-0.2, 0.7, -0.1], [0.5, 0.6, 0.3], [-0.3, -0.9, 0.2], [-0.1, 0.0, -0.5], [0.8, -0.6, 0.5], [-0.3, -1.1, 1.0], [0.3, 0.0, 0.1], [-0.9, 0.5, -0.1], [0.3, 0.1, -0.6], [0.3, 0.5, 0.1], [-0.5, 0.7, -0.5], [0.2, 0.4, 0.2], [0.6, -1.0, -0.5], [-1.0, 2.4, -1.2], [-0.1, 0.0, 0.0], [-0.2, -0.1, 0.4], [-0.4, 0.0, 0.9], [0.2, -1.4, -0.1], [0.8, -0.2, 0.2]]}

2.
{"formula": "C32H73OP2", "method": "the ωB97M-V functional and the def2-TZVPD basis", "e_above_lowest_ev": 1.762, "total_charge": 1, "elements": ["O", "H", "C", "C", "C", "C", "P", "C", "C", "C", "C", "C", "C", "C", "C", "C", "C", "C", "C", "H", "H", "H", "H", "H", "H", "H", "H", "H", "H", "H", "H", "H", "H", "H", "H", "H", "H", "H", "H", "H", "H", "H", "H", "H", "H", "H", "H", "H", "H", "H", "H", "H", "H", "H", "H", "C", "C", "C", "C", "P", "C", "C", "C", "C", "C", "C", "C", "C", "C", "C", "C", "C", "H", "H", "H", "H", "H", "H", "H", "H", "H", "H", "H", "H", "H", "H", "H", "H", "H", "H", "H", "H", "H", "H", "H", "H", "H", "H", "H", "H", "H", "H", "H", "H", "H", "H", "H", "H"], "coordinates": [[15.74542, 3.75092, 5.14321], [15.92083, 4.38524, 4.42114], [10.83220, 5.38557, 8.98409], [11.56276, 4.26389, 8.34070], [11.59853, 4.34816, 6.81695], [12.67902, 3.43117, 6.24785], [12.56826, 3.08548, 4.45648], [13.57440, 1.56207, 4.05760], [13.62165, 1.03771, 2.59262], [14.48412, 1.75780, 1.54173], [15.93675, 2.00444, 2.00215], [10.78585, 2.67770, 4.13760], [10.25664, 1.42503, 4.82792], [8.67647, 1.40603, 4.92991], [7.97470, 1.14230, 3.68716], [13.06900, 4.50160, 3.41634], [12.48606, 5.93833, 3.82892], [13.11343, 7.00750, 2.96533], [14.64143, 6.93398, 3.06093], [10.75693, 5.15064, 10.04581], [9.84715, 5.25155, 8.53707], [11.31931, 6.35935, 8.93341], [11.26756, 3.25390, 8.62508], [12.54663, 4.30369, 8.80817], [11.69473, 5.35488, 6.41029], [10.64497, 3.90470, 6.53032], [12.77848, 2.47684, 6.76501], [13.66883, 3.88298, 6.31307], [13.36240, 0.77763, 4.78411], [14.56535, 1.88147, 4.38023], [12.62467, 0.88464, 2.17944], [13.92894, -0.00778, 2.61822], [14.08833, 2.75611, 1.35511], [14.53381, 1.19097, 0.61204], [15.91333, 2.75090, 2.79610], [16.51493, 2.52049, 1.23566], [16.44274, 1.12636, 2.40344], [10.50039, 2.83345, 3.09724], [10.20309, 3.50603, 4.54054], [10.61579, 1.36115, 5.85506], [10.57009, 0.53970, 4.27470], [8.41094, 2.29434, 5.50307], [8.45132, 0.53762, 5.54899], [8.49355, 0.28223, 3.26386], [7.91399, 1.98143, 2.99416], [6.91743, 0.93814, 3.85627], [12.81023, 4.13898, 2.42152], [14.13604, 4.56493, 3.62967], [12.80861, 6.06931, 4.86184], [11.39800, 5.87549, 3.81239], [12.78673, 7.92654, 3.45188], [12.73673, 7.02583, 1.94266], [15.13648, 7.74002, 2.51935], [14.98890, 6.06630, 2.50011], [15.21222, 6.91915, 3.98941], [18.34685, 2.68315, 10.89815], [17.86263, 2.78748, 9.48240], [18.64874, 3.75947, 8.58474], [18.27717, 3.65695, 7.14102], [18.49782, 5.21825, 6.30257], [18.85615, 4.86138, 4.46453], [19.93577, 3.86100, 4.07674], [19.31936, 2.40666, 3.85285], [20.37243, 1.30790, 3.41752], [17.09555, 6.37645, 6.51310], [16.71552, 6.84592, 7.93474], [15.61587, 6.02958, 8.62817], [15.47287, 6.42278, 10.10614], [20.09369, 5.89840, 7.04636], [20.54977, 7.31292, 6.48964], [21.59389, 7.99359, 7.30497], [21.78933, 9.44557, 6.85908], [17.74696, 1.93538, 11.41688], [18.24834, 3.53124, 11.57575], [19.32597, 2.22740, 11.04556], [16.79940, 3.02489, 9.44671], [17.93345, 1.75144, 9.15117], [19.68764, 3.51690, 8.80824], [18.44825, 4.72457, 9.05000], [17.21643, 3.40614, 7.13608], [18.93565, 2.89593, 6.72226], [19.00512, 5.85525, 4.04249], [17.93445, 4.55485, 3.96996], [20.70834, 3.89770, 4.84478], [20.40945, 4.11572, 3.12867], [18.42218, 2.37702, 3.23454], [18.86648, 1.99961, 4.75689], [21.01367, 1.04051, 4.25741], [20.96039, 1.60085, 2.54769], [19.87165, 0.36635, 3.19212], [16.27757, 5.81829, 6.05761], [17.37062, 7.21299, 5.87074], [16.35778, 7.85162, 7.71412], [17.58088, 6.89155, 8.59595], [15.84848, 4.96743, 8.55178], [14.70466, 6.14691, 8.04164], [14.68369, 5.87642, 10.62264], [15.19433, 7.46732, 10.24555], [16.37191, 6.37565, 10.72064], [20.88091, 5.17798, 6.82410], [19.97774, 5.96078, 8.12838], [19.67144, 7.89943, 6.22015], [20.96769, 7.03049, 5.52337], [22.54552, 7.50494, 7.51411], [21.18689, 7.94933, 8.31517], [22.49955, 9.90169, 7.54875], [20.83698, 9.96670, 6.76142], [22.25017, 9.26745, 5.88748]], "atomic_forces_ev_per_a": [[-0.1, 0.7, -0.3], [-0.1, -0.4, 0.4], [-1.2, -1.0, 0.7], [2.5, 0.0, 0.1], [-0.1, -1.3, 0.2], [0.7, 0.3, -0.7], [-0.7, -1.2, -0.2], [0.4, 1.0, -0.3], [-0.5, -0.5, -0.2], [1.0, 0.3, 0.9], [-0.6, 0.8, 0.4], [0.0, 1.1, 0.3], [-1.2, -0.1, -0.5], [2.3, -0.1, 2.0], [-1.1, 0.4, -1.6], [-0.7, 0.3, 1.4], [0.3, -2.7, -0.5], [0.2, 0.7, 1.6], [0.9, 0.1, -1.7], [-0.3, 0.1, 0.1], [-0.5, 1.3, 0.3], [-0.3, -0.1, -0.6], [-0.7, 0.1, 0.1], [0.7, -0.1, -0.6], [-0.1, 0.0, 0.3], [-0.3, 0.5, -0.3], [-0.3, -0.1, 0.1], [0.4, 0.1, 0.1], [-0.7, 0.0, -0.1], [0.4, 0.3, -0.1], [-0.4, 0.5, 0.1], [0.5, 0.0, 0.4], [-0.3, -0.1, -0.4], [-0.5, 0.0, 0.0], [0.0, -0.2, 0.5], [0.1, -0.5, -0.3], [0.0, -0.1, -0.3], [0.4, -0.8, -0.4], [0.2, 0.4, 0.5], [0.3, 0.0, 0.0], [0.2, -0.2, 0.2], [-0.4, 0.1, -0.2], [0.1, 0.1, 0.5], [-0.5, 0.0, -0.6], [0.6, 0.0, -0.3], [0.1, -0.5, 0.1], [0.2, 0.5, -0.3], [0.1, -0.4, -0.4], [0.0, 0.2, 0.0], [-0.1, 0.4, -0.1], [0.0, 0.4, -0.3], [0.3, -0.2, 0.0], [-0.4, 0.4, -0.2], [0.1, -0.2, 0.0], [-0.9, -0.1, 0.6], [-0.3, -0.6, 1.7], [0.1, -0.4, -0.4], [0.0, -0.6, 2.5], [-0.2, 0.0, 0.6], [1.4, -0.5, -1.1], [-1.1, 1.1, 0.3], [-0.8, -1.5, 0.1], [1.2, -0.7, 0.7], [-0.9, 0.7, 0.4], [0.7, -0.8, 0.0], [0.0, -0.1, -0.5], [0.7, 0.0, 0.1], [-0.6, 0.6, 0.1], [-0.6, 1.2, -0.7], [-0.2, -2.9, -1.5], [-1.1, 0.9, 2.1], [0.6, -1.5, -0.1], [-0.4, -0.1, -0.1], [0.2, 0.5, -0.5], [0.4, 0.5, -0.5], [-0.1, 0.1, 0.1], [0.0, 0.0, -0.7], [0.3, 0.3, -0.4], [0.1, 0.3, -0.2], [0.0, -0.3, -0.9], [-0.5, 0.0, -0.5], [0.5, 0.2, 0.0], [-0.3, -0.1, 0.5], [0.3, -0.5, -0.1], [0.0, 0.4, 0.1], [0.4, 0.6, -0.7], [0.2, 0.3, 0.5], [0.3, 0.4, -0.1], [0.1, 0.0, 0.1], [-0.2, 0.1, -0.2], [-0.2, -0.1, -0.2], [-0.1, 0.2, 0.0], [0.0, 0.2, 0.7], [0.1, 0.3, -0.1], [0.1, -0.1, 0.0], [-0.3, 0.1, 0.3], [0.1, -0.3, -0.1], [-0.2, 0.2, -0.4], [0.3, -0.6, -0.3], [-0.1, -0.2, 0.1], [-0.1, -0.1, 0.0], [0.1, 0.5, 0.6], [0.1, 0.3, -0.4], [0.1, -0.4, -1.0], [-0.2, 0.5, 0.5], [-0.2, 0.4, -0.3], [0.2, 0.1, 0.1], [0.1, 1.0, -0.3]]}

| no. | orbital gap (eV) |
| --- | --- |
| 1 | 10.771 |
| 2 | 8.598 |